[1]
A single C21H24N4O3 molecule at a distorted geometry, computed with the ωB97M-V functional and the def2-TZVPD basis.

Atoms and positions in Å:
1 C 5.5243 -1.8828 2.7419
2 C 4.4632 -0.8327 2.5924
3 C 3.8267 -0.3191 3.7136
4 C 2.8635 0.6656 3.5946
5 C 2.5441 1.1684 2.3484
6 C 3.1585 0.6781 1.2036
7 C 2.8094 1.2501 -0.1378
8 C 4.1050 -0.3402 1.3353
9 O 4.7200 -0.8396 0.1879
10 C 4.2188 -2.0840 -0.2609
11 C 2.7577 -2.0260 -0.5673
12 C 1.6600 -1.9719 0.2435
13 C 0.5709 -1.8546 -0.6612
14 C -0.8326 -1.7522 -0.1779
15 O -1.0231 -1.7500 1.0296
16 N -1.8515 -1.6800 -1.0600
17 C -1.7628 -1.6509 -2.4979
18 C -3.2024 -1.5630 -0.5290
19 C -3.7996 -0.2351 -0.8458
20 C -3.4659 1.0317 -0.4210
21 C -4.3607 1.8953 -1.0856
22 C -4.4287 3.3556 -0.9735
23 C -5.7700 4.0383 -1.0348
24 C -4.8211 4.1720 -2.1768
25 N -5.1785 1.1993 -1.8620
26 N -4.8252 -0.0771 -1.7159
27 N 1.0173 -1.8469 -1.8963
28 O 2.3602 -1.9494 -1.8467
29 H 5.0783 -2.8764 2.8091
30 H 6.2048 -1.8606 1.8939
31 H 6.0926 -1.7128 3.6536
32 H 4.0957 -0.6978 4.6890
33 H 2.3711 1.0489 4.4756
34 H 1.8045 1.9494 2.2516
35 H 1.7647 1.0502 -0.3767
36 H 3.4398 0.8264 -0.9147
37 H 2.9475 2.3300 -0.1289
38 H 4.3926 -2.8703 0.4861
39 H 4.7761 -2.3107 -1.1729
40 H 1.6002 -2.0007 1.3100
41 H -0.7286 -1.7524 -2.8117
42 H -2.3533 -2.4716 -2.9146
43 H -2.1634 -0.7064 -2.8749
44 H -3.8211 -2.3637 -0.9509
45 H -3.1269 -1.6931 0.5544
46 H -2.6951 1.2976 0.2721
47 H -3.6850 3.7717 -0.3053
48 H -6.6311 3.4038 -1.1718
49 H -5.9367 4.8900 -0.3928
50 H -5.0462 3.6273 -3.0799
51 H -4.3243 5.1175 -2.3340
52 H -5.3338 -0.7954 -2.2064

The LUMO energy comes out at 0.69 eV. As for the SMILES: Cc1cccc(C)c1OCc1cc(C(=O)N(C)Cc2cc(C3CC3)n[nH]2)no1. As for the energy relative to the best compared isomer or geometry (same formula, charge and spin): 106.5 kcal per mole. For the calculated total energy, the calculation gives -1259.293776 a.u. As for the HOMO-LUMO gap: 9.5329 eV.

=====

[2]
A molecular structure, C19H17AsF6N3O9RhS2 at a distorted geometry, computed with the ωB97M-V functional and the def2-TZVPD basis.

Atoms and positions in Å:
1 Rh -0.5213 0.8063 -0.2151
2 F 0.1693 3.6432 -4.0003
3 C 0.8058 3.2516 -2.9060
4 F 0.7895 1.9122 -2.8584
5 F 2.0648 3.6545 -2.9598
6 S -0.0056 3.9720 -1.3901
7 O 0.2927 3.0063 -0.3351
8 O 0.5275 5.2807 -1.2808
9 N -1.5480 3.9963 -1.7427
10 S -2.4006 2.7629 -1.3000
11 O -1.9899 1.4996 -1.9155
12 O -2.5904 2.6116 0.1198
13 C -4.0495 3.2048 -2.0037
14 F -4.5407 4.2475 -1.3569
15 F -3.9510 3.4837 -3.2952
16 F -4.8468 2.1571 -1.8363
17 O 3.3492 1.1796 0.9326
18 C 2.1683 1.0460 1.1386
19 O 1.4019 0.5355 0.1721
20 C 1.5443 1.4745 2.4342
21 C 2.2579 2.4115 3.1794
22 C 1.7673 2.8681 4.3873
23 C 0.5627 2.3559 4.8386
24 C -0.1587 1.4111 4.1342
25 C 0.3443 0.9700 2.9196
26 N 0.0328 2.8308 6.1330
27 O -1.0453 2.4024 6.4867
28 O 0.6682 3.6834 6.7168
29 H 3.1963 2.7787 2.7895
30 H 2.2955 3.6022 4.9757
31 H -1.0881 1.0329 4.5318
32 H -0.2085 0.2088 2.3855
33 C 1.0646 -1.0583 -2.7342
34 As -0.1035 -1.2374 -1.2164
35 C -1.6541 -2.2164 -1.8144
36 C 0.7688 -2.3993 0.0778
37 C 0.9976 -3.7742 -0.4729
38 C 0.0635 -4.7868 -0.2721
39 C 0.2717 -6.0523 -0.7976
40 C 1.4187 -6.3221 -1.5304
41 C 2.3599 -5.3221 -1.7284
42 C 2.1517 -4.0572 -1.2009
43 H 1.3170 -2.0630 -3.0766
44 H 1.9574 -0.5210 -2.4217
45 H 0.5569 -0.5105 -3.5245
46 H -1.3052 -3.1790 -2.1901
47 H -2.1654 -1.6718 -2.6055
48 H -2.3255 -2.3617 -0.9730
49 H 0.1027 -2.4072 0.9416
50 H 1.7014 -1.9079 0.3531
51 H -0.8302 -4.5839 0.3063
52 H -0.4598 -6.8309 -0.6278
53 H 1.5834 -7.3105 -1.9372
54 H 3.2637 -5.5285 -2.2863
55 H 2.8991 -3.2844 -1.3405
56 O -4.1553 -0.3101 0.6878
57 C -2.9882 -0.2638 0.7115
58 N -1.7844 -0.3216 0.7929

The LUMO energy comes out at -1.91 eV. As for the energy relative to the best compared isomer or geometry (same formula, charge and spin): 19.0 kcal per mole. For the calculated total energy, the calculation gives -5317.427563 a.u. As for the HOMO-LUMO gap: 8.0708 eV.

=====

[3]
A gas-phase ion, C4H8NOS (charge -1) at a distorted geometry, computed with the ωB97M-V functional and the def2-TZVPD basis.

Atoms and positions in Å:
1 C 0.9652 1.9869 -0.0402
2 C 1.4793 0.6345 -0.5672
3 O 2.6441 0.4569 -0.8910
4 N 0.5549 -0.3470 -0.5923
5 C -0.8116 -0.3477 -0.0147
6 C -1.2656 -1.7406 0.3666
7 S -2.9373 -1.6767 1.0847
8 H 0.1253 2.3276 -0.6300
9 H 0.6623 1.7287 0.9774
10 H 1.8132 2.6118 0.1075
11 H 0.9402 -1.2806 -0.6267
12 H -1.5707 0.0893 -0.6589
13 H -0.7716 0.2180 0.9209
14 H -0.5648 -2.2325 1.0548
15 H -1.2630 -2.4287 -0.4908

The LUMO energy comes out at 3.55 eV. As for the SMILES: CC(=O)NCC[S-]. As for the energy relative to the best compared isomer or geometry (same formula, charge and spin): 6.3 kcal per mole. For the calculated total energy, the calculation gives -685.446028 a.u. As for the charge: -1. As for the HOMO-LUMO gap: 6.2099 eV.

=====

Question: Look up the energy relative to the best compared isomer or geometry (same formula, charge and spin) of the third one.
Answer: 6.3 kcal per mole

=====

Question: Look up the energy relative to the best compared isomer or geometry (same formula, charge and spin) of the first one.
Answer: 106.5 kcal per mole

=====

Question: Number 2 is which compound?
Answer: C19H17AsF6N3O9RhS2

=====

Please write out number 3 again, unchanged.
A gas-phase ion, C4H8NOS (charge -1) at a distorted geometry, computed with the ωB97M-V functional and the def2-TZVPD basis.

Atoms and positions in Å:
1 C 0.9652 1.9869 -0.0402
2 C 1.4793 0.6345 -0.5672
3 O 2.6441 0.4569 -0.8910
4 N 0.5549 -0.3470 -0.5923
5 C -0.8116 -0.3477 -0.0147
6 C -1.2656 -1.7406 0.3666
7 S -2.9373 -1.6767 1.0847
8 H 0.1253 2.3276 -0.6300
9 H 0.6623 1.7287 0.9774
10 H 1.8132 2.6118 0.1075
11 H 0.9402 -1.2806 -0.6267
12 H -1.5707 0.0893 -0.6589
13 H -0.7716 0.2180 0.9209
14 H -0.5648 -2.2325 1.0548
15 H -1.2630 -2.4287 -0.4908

The LUMO energy comes out at 3.55 eV. As for the SMILES: CC(=O)NCC[S-]. As for the energy relative to the best compared isomer or geometry (same formula, charge and spin): 6.3 kcal per mole. For the calculated total energy, the calculation gives -685.446028 a.u. As for the charge: -1. As for the HOMO-LUMO gap: 6.2099 eV.